(1)
This record from the Open Molecules 2025 dataset describes a 2-piece molecular cluster, C13H14O overall. The level of theory is wB97M-V/def2-TZVPD.

Structure (ORCA input):
```
! RIJCOSX wB97M-V def2-TZVPD def2/J DEFGRID3
* xyz 0 1
C 1.387 -1.804 -2.277
C 0.812 -1.593 -1.223
C -3.532 0.747 -0.114
C -3.057 0.229 1.121
C -2.717 0.485 -1.205
C -1.885 -0.517 1.244
C -1.587 -0.263 -1.112
C -1.139 -0.828 0.096
C 2.691 0.905 0.733
C 1.495 1.079 0.407
C 3.504 -0.324 0.463
C 0.384 1.930 0.150
C 0.146 -1.457 0.039
O 0.748 -2.246 0.943
H 1.956 -1.936 -3.161
H -4.364 1.405 0.032
H -3.699 0.256 1.979
H -3.102 0.802 -2.124
H -1.512 -1.023 2.134
H -0.949 -0.150 -2.094
H 3.259 1.729 1.133
H 3.614 -0.543 -0.782
H 4.474 -0.226 0.990
H 2.927 -1.140 0.682
H 0.634 2.940 -0.107
H -0.244 1.661 -0.691
H -0.343 2.057 0.971
H 0.098 -2.175 1.774
*
```

Properties
LUMO level (spin up / spin down), eV: -0.41 / 0.50
HOMO level (spin up / spin down), eV: -7.1501 / -6.7704
Orbital gap (spin up / spin down), eV: 6.737 / 7.267



(2)
This record from the Open Molecules 2025 dataset describes an isolated ion of composition C5H13N2 and charge +2. The level of theory is wB97M-V/def2-TZVPD.

Structure (ORCA input):
```
! RIJCOSX wB97M-V def2-TZVPD def2/J DEFGRID3
* xyz 2 2
N -1.138 0.201 1.433
C -0.386 -0.154 0.126
C 0.888 0.720 -0.022
C 1.231 1.149 -1.424
C 1.291 2.553 -1.554
C -0.046 -1.634 0.349
N -1.311 -2.355 0.613
H -1.648 -0.725 1.575
H -1.781 0.982 1.360
H -0.420 0.411 2.186
H -1.052 -0.049 -0.722
H 1.735 0.048 0.368
H 0.823 1.568 0.687
H 1.531 0.427 -2.174
H 0.626 3.204 -1.024
H 1.734 2.790 -2.510
H 0.395 -2.129 -0.539
H 0.631 -1.811 1.234
H -1.995 -2.349 -0.142
H -1.011 -3.365 0.818
*
```

Properties
LUMO level (spin up / spin down), eV: -9.55 / -12.85
HOMO level (spin up / spin down), eV: -17.7104 / -17.7079
Orbital gap (spin up / spin down), eV: 8.157 / 4.854
Expectation value of S²: 0.753



(3)
This record from the Open Molecules 2025 dataset describes C3H7OS as an isolated structure. The level of theory is wB97M-V/def2-TZVPD.

Structure (ORCA input):
```
! RIJCOSX wB97M-V def2-TZVPD def2/J DEFGRID3
* xyz -1 1
C -1.207 -0.609 0.587
O -2.220 0.128 0.317
C 0.006 -0.423 -1.044
C 0.282 0.880 -0.563
S 2.779 -0.074 1.208
H -0.546 -0.199 1.373
H -1.380 -1.711 0.633
H -0.788 -0.500 -1.804
H 0.607 -1.290 -0.789
H 1.008 1.490 -1.100
H -0.362 1.459 0.105
H 1.821 0.848 1.077
*
```

Properties
LUMO level, eV: 2.43
HOMO level, eV: -3.2781
Orbital gap, eV: 5.711



(4)
This record from the Open Molecules 2025 dataset describes C50H41N5O3RuS4 as an isolated structure. The level of theory is wB97M-V/def2-TZVPD.

Structure (ORCA input):
```
! RIJCOSX wB97M-V def2-TZVPD def2/J DEFGRID3
* xyz 2 5
Ru -0.451 -1.295 0.878
N -1.596 -0.283 -0.462
S -1.794 1.130 -0.851
N -0.803 1.759 -2.003
S -0.134 0.787 -3.034
N 0.789 -0.335 -2.506
S 1.728 -0.257 -1.175
N 1.123 -0.356 0.179
C 2.901 -1.533 -1.569
C 4.084 -1.545 -0.843
C 5.027 -2.515 -1.137
C 4.775 -3.453 -2.130
C 3.576 -3.437 -2.829
C 2.624 -2.468 -2.556
C 2.615 1.293 -1.287
C 2.215 2.308 -0.432
C 2.830 3.545 -0.533
C 3.839 3.742 -1.467
C 4.236 2.709 -2.307
C 3.617 1.472 -2.227
C 0.765 1.882 -4.102
C 1.624 1.310 -5.031
C 2.384 2.148 -5.827
C 2.286 3.527 -5.678
C 1.416 4.080 -4.747
C 0.641 3.254 -3.949
C -1.364 -0.077 -3.974
C -2.062 0.609 -4.956
C -3.149 -0.012 -5.544
C -3.525 -1.288 -5.140
C -2.796 -1.965 -4.171
C -1.700 -1.363 -3.575
C -1.552 2.387 0.405
C -1.554 3.721 0.024
C -1.291 4.688 0.980
C -1.034 4.313 2.292
C -1.051 2.976 2.662
C -1.320 2.003 1.713
C -3.437 1.365 -1.503
C -4.406 0.486 -1.039
C -5.701 0.613 -1.514
C -6.007 1.609 -2.432
C -5.028 2.486 -2.878
C -3.728 2.367 -2.416
H 4.255 -0.812 -0.065
H 5.960 -2.533 -0.590
H 5.521 -4.203 -2.357
H 3.384 -4.177 -3.595
H 1.680 -2.429 -3.080
H 1.449 2.106 0.306
H 2.534 4.347 0.130
H 4.330 4.704 -1.534
H 5.038 2.862 -3.016
H 3.919 0.658 -2.877
H 1.690 0.231 -5.120
H 3.056 1.729 -6.563
H 2.896 4.174 -6.294
H 1.339 5.154 -4.642
H -0.040 3.652 -3.209
H -1.759 1.604 -5.261
H -3.704 0.498 -6.319
H -4.388 -1.760 -5.590
H -3.074 -2.969 -3.878
H -1.120 -1.866 -2.812
H -1.746 3.990 -1.007
H -1.293 5.734 0.704
H -0.837 5.071 3.038
H -0.872 2.690 3.690
H -1.376 0.962 1.997
H -4.132 -0.277 -0.323
H -6.470 -0.059 -1.158
H -7.020 1.699 -2.802
H -5.280 3.266 -3.585
H -2.946 3.032 -2.759
C 3.002 -2.913 11.607
C 2.204 -2.979 10.348
O 1.615 -3.912 9.900
S 2.243 -1.330 9.526
C 1.637 -1.511 7.897
C 1.119 -2.686 7.334
C 0.742 -2.696 6.012
C 0.863 -1.542 5.213
C 1.340 -0.351 5.803
C 1.721 -0.342 7.117
C 0.530 -1.568 3.859
C 0.281 -1.606 2.647
H 2.772 -3.771 12.234
H 2.814 -1.985 12.145
H 4.061 -2.937 11.343
H 1.013 -3.577 7.930
H 0.341 -3.599 5.572
H 1.415 0.546 5.203
H 2.101 0.564 7.572
O -3.586 -2.296 2.782
C -3.146 -2.915 1.854
C -3.752 -4.143 1.177
C -2.925 -4.337 -0.102
C -1.772 -3.392 0.108
O -0.762 -3.232 -0.595
N -1.960 -2.609 1.186
H -4.813 -3.980 1.004
H -3.654 -4.990 1.856
H -3.463 -4.018 -0.997
H -2.584 -5.356 -0.274
*
```

Properties
LUMO level (spin up / spin down), eV: -4.47 / -7.12
HOMO level (spin up / spin down), eV: -12.2747 / -12.3241
Orbital gap (spin up / spin down), eV: 7.805 / 5.205
Expectation value of S²: 6.060



(5)
This record from the Open Molecules 2025 dataset describes C5H5N5O as an isolated structure. The level of theory is wB97M-V/def2-TZVPD.

Structure (ORCA input):
```
! RIJCOSX wB97M-V def2-TZVPD def2/J DEFGRID3
* xyz 0 1
O 0.733 2.294 1.570
N -2.304 -0.869 0.029
N -2.026 1.004 1.366
C 0.485 1.291 0.971
C -2.816 -0.026 0.871
C -0.816 0.785 0.875
C 1.150 -0.353 -0.570
C -0.081 -0.975 -0.706
N 2.172 -0.771 -1.431
N 1.523 0.789 0.236
N -1.080 -0.296 -0.003
H -3.784 -0.228 1.220
H -0.370 -1.758 -1.376
H 2.032 -1.528 -2.051
H 2.770 -0.089 -1.829
H 2.414 0.732 0.829
*
```

Properties
LUMO level, eV: -0.07
HOMO level, eV: -8.0944
Orbital gap, eV: 8.023



(6)
This record from the Open Molecules 2025 dataset describes a 22-piece molecular cluster, H44O22 overall. The level of theory is wB97M-V/def2-TZVPD.

Structure (ORCA input):
```
! RIJCOSX wB97M-V def2-TZVPD def2/J DEFGRID3
* xyz 0 1
O 4.883 3.273 0.201
H 4.007 2.937 0.463
H 5.436 2.821 0.881
O -0.631 -3.097 0.821
H -0.032 -2.690 1.507
H -1.417 -3.366 1.310
O -2.946 1.729 -0.280
H -2.190 2.179 -0.735
H -2.565 1.634 0.581
O -0.466 -2.492 -1.987
H -0.839 -2.613 -1.100
H -1.205 -2.578 -2.608
O 2.816 1.284 -0.025
H 2.956 1.347 -0.985
H 1.901 1.026 0.084
O 2.708 -2.320 0.575
H 2.401 -2.062 -0.291
H 3.633 -2.525 0.468
O -7.539 -0.300 0.813
H -6.792 -0.813 1.076
H -7.891 -0.613 -0.039
O -1.673 0.090 1.859
H -2.114 -0.742 1.934
H -1.133 0.287 2.671
O 0.997 -2.227 3.066
H 0.900 -1.241 3.089
H 1.868 -2.486 2.721
O -2.746 -0.633 -2.953
H -3.704 -0.710 -2.870
H -2.604 0.105 -2.357
O 0.444 0.708 -4.738
H -0.130 -0.068 -4.611
H -0.119 1.365 -4.346
O -0.584 2.019 -1.697
H 0.017 2.728 -1.470
H -0.155 1.257 -1.321
O -5.995 1.710 -0.930
H -5.117 1.793 -0.573
H -6.400 1.062 -0.323
O 4.729 3.030 -2.730
H 5.461 3.470 -3.183
H 4.974 2.999 -1.790
O 2.483 1.385 -2.734
H 2.929 2.059 -3.203
H 1.574 1.351 -3.196
O 3.193 0.691 4.439
H 3.791 1.222 4.949
H 3.502 0.486 3.546
O 0.493 0.442 3.661
H 1.420 0.704 3.915
H 0.059 0.258 4.460
O -1.536 -2.455 4.629
H -0.777 -2.325 4.048
H -1.318 -3.285 5.054
O 4.110 -0.091 2.076
H 3.800 0.340 1.264
H 4.062 -0.989 1.758
O -5.647 -1.016 -2.120
H -5.523 -0.097 -1.901
H -6.267 -0.967 -2.879
O 2.155 -1.480 -2.185
H 1.409 -1.767 -2.715
H 2.457 -0.625 -2.529
O 0.317 -0.021 -0.282
H -0.390 -0.173 0.347
H 0.558 -0.926 -0.581
*
```

Properties
LUMO level, eV: 0.07
HOMO level, eV: -11.0176
Orbital gap, eV: 11.083



(7)
This record from the Open Molecules 2025 dataset describes an isolated ion of composition C4H11NPS and charge +1. The level of theory is wB97M-V/def2-TZVPD.

Structure (ORCA input):
```
! RIJCOSX wB97M-V def2-TZVPD def2/J DEFGRID3
* xyz 1 1
C 0.819 -1.291 0.585
C 1.762 -0.564 -0.320
C 0.566 1.739 -0.082
C -1.133 0.064 0.973
N -0.599 -1.146 0.452
P -2.350 0.939 -0.144
S 2.176 1.128 0.158
H 0.911 -2.330 0.261
H 0.991 -1.316 1.667
H 2.683 -1.079 -0.270
H 1.505 -0.685 -1.406
H 0.120 1.811 -1.010
H 0.332 2.478 0.696
H -1.055 0.181 2.052
H -0.948 -1.225 -0.522
H -1.020 -1.974 0.935
H -2.114 1.979 0.696
H -3.651 0.784 0.451
*
```

Properties
LUMO level (spin up / spin down), eV: -4.82 / -4.42
HOMO level (spin up / spin down), eV: -12.1445 / -12.7539
Orbital gap (spin up / spin down), eV: 7.321 / 8.336



(8)
This record from the Open Molecules 2025 dataset describes C26H43MnN3S2 as an isolated structure. The level of theory is wB97M-V/def2-TZVPD.

Structure (ORCA input):
```
! RIJCOSX wB97M-V def2-TZVPD def2/J DEFGRID3
* xyz 2 6
Mn -0.102 -1.937 -0.420
S 2.301 -2.569 -0.591
S -2.364 -1.890 -1.481
C 2.869 -2.217 -2.304
C 2.092 -4.396 -0.689
C 0.949 -4.803 -1.587
N -0.313 -4.241 -1.072
C -1.419 -4.467 -2.020
C -2.642 -3.704 -1.572
H 1.925 -4.749 0.338
H 3.039 -4.785 -1.070
H 0.889 -5.902 -1.632
H 1.090 -4.424 -2.606
H -1.656 -5.540 -2.081
H -1.082 -4.132 -3.008
H -2.958 -4.027 -0.570
H -3.459 -3.832 -2.284
C -2.181 -1.514 -3.268
H -0.539 -4.726 -0.196
H -1.372 -2.048 -3.774
H -2.020 -0.438 -3.363
H -3.141 -1.765 -3.730
H 3.082 -1.147 -2.369
H 2.148 -2.490 -3.083
H 3.803 -2.766 -2.461
C -0.831 -4.190 3.159
C -0.794 -3.076 3.910
H 0.074 -4.736 2.880
H -1.794 -4.633 2.881
H 0.138 -2.583 4.217
H -1.723 -2.605 4.266
C 2.194 4.020 -4.059
C 1.787 3.923 -2.591
C 3.017 4.224 -1.724
C 0.738 5.004 -2.308
C 1.232 2.552 -2.215
C 1.158 1.491 -3.113
C 0.755 0.242 -2.643
N 0.419 0.005 -1.360
C 0.417 1.058 -0.490
C 0.825 2.336 -0.899
C -0.104 0.749 0.825
C -0.398 1.704 1.815
C -0.985 1.294 3.022
C -1.255 -0.070 3.201
C -1.048 -0.931 2.142
N -0.410 -0.561 1.018
C -1.414 2.246 4.137
C -2.922 2.089 4.395
C -0.641 1.908 5.418
C -1.127 3.700 3.753
H 2.592 5.026 -4.227
H 1.335 3.875 -4.721
H 2.976 3.296 -4.306
H 3.409 5.209 -2.004
H 2.773 4.234 -0.653
H 3.802 3.478 -1.898
H -0.160 4.834 -2.915
H 0.445 5.029 -1.252
H 1.163 5.977 -2.580
H 1.441 1.631 -4.153
H 0.721 -0.591 -3.328
H 0.830 3.150 -0.162
H -0.202 2.739 1.545
H -1.639 -0.455 4.142
H -1.317 -1.984 2.167
H -3.182 1.068 4.697
H -3.238 2.771 5.194
H -3.495 2.341 3.494
H 0.436 2.041 5.258
H -0.950 2.579 6.230
H -0.817 0.877 5.740
H -0.055 3.859 3.578
H -1.684 3.991 2.854
H -1.432 4.374 4.561
*
```

Properties
LUMO level (spin up / spin down), eV: -5.86 / -6.12
HOMO level (spin up / spin down), eV: -14.4031 / -14.5933
Orbital gap (spin up / spin down), eV: 8.546 / 8.472
Expectation value of S²: 8.756



(9)
This record from the Open Molecules 2025 dataset describes one molecule with the formula C4H3NO. The level of theory is wB97M-V/def2-TZVPD.

Structure (ORCA input):
```
! RIJCOSX wB97M-V def2-TZVPD def2/J DEFGRID3
* xyz 0 1
O 0.959 0.209 -1.507
C 0.998 -0.361 -0.234
C -0.024 0.190 0.695
C -0.452 0.772 1.742
C -1.657 0.385 0.731
N -2.815 0.417 0.528
H 0.126 -0.059 -1.915
H 1.981 -0.103 0.184
H 0.885 -1.450 -0.224
*
```

Properties
LUMO level, eV: -0.88
HOMO level, eV: -10.8915
Orbital gap, eV: 10.013



(10)
This record from the Open Molecules 2025 dataset describes a 2-piece molecular cluster, CHNO2S overall. The level of theory is wB97M-V/def2-TZVPD.

Structure (ORCA input):
```
! RIJCOSX wB97M-V def2-TZVPD def2/J DEFGRID3
* xyz 0 1
C 1.011 -1.351 0.153
N 0.484 -0.258 -0.205
O 0.630 -1.678 2.609
O 1.433 -1.337 -2.608
S 1.777 -0.651 -1.398
H -0.356 0.219 -0.400
*
```

Properties
LUMO level (spin up / spin down), eV: -1.96 / -2.25
HOMO level (spin up / spin down), eV: -9.4658 / -9.4950
Orbital gap (spin up / spin down), eV: 7.504 / 7.244



(11)
This record from the Open Molecules 2025 dataset describes one molecule with the formula C5H11N3. The level of theory is wB97M-V/def2-TZVPD.

Structure (ORCA input):
```
! RIJCOSX wB97M-V def2-TZVPD def2/J DEFGRID3
* xyz 0 1
C 1.580 0.453 -1.927
C 0.347 0.288 -1.431
N -0.024 -0.785 -0.506
N 1.114 -1.454 0.077
C -0.826 0.025 0.360
C -2.301 -0.084 0.079
C -0.370 0.645 1.476
N 0.933 0.646 1.915
H 2.440 -0.030 -1.515
H 1.731 0.996 -2.844
H -0.502 0.800 -1.901
H 0.795 -1.888 0.960
H 1.410 -2.155 -0.586
H -2.905 0.388 0.846
H -2.639 -1.118 0.024
H -2.534 0.364 -0.881
H -1.068 1.150 2.122
H 1.200 1.414 2.511
H 1.619 0.346 1.221
*
```

Properties
LUMO level, eV: 1.05
HOMO level, eV: -7.5313
Orbital gap, eV: 8.585
Structure (SMILES): C=CN(N)/C(C)=C\N



(12)
This record from the Open Molecules 2025 dataset describes one molecule with the formula C3H2N2O2. The level of theory is wB97M-V/def2-TZVPD.

Structure (ORCA input):
```
! RIJCOSX wB97M-V def2-TZVPD def2/J DEFGRID3
* xyz 0 1
H -1.472 -2.027 -0.102
N -1.771 -1.051 -0.054
C -0.787 -0.283 0.081
C -0.978 1.153 0.200
N -1.101 2.295 0.319
O 0.509 -0.741 0.220
C 1.581 0.041 -0.136
O 1.522 1.098 -0.682
H 2.496 -0.486 0.155
*
```

Properties
LUMO level, eV: -0.20
HOMO level, eV: -11.4869
Orbital gap, eV: 11.288
Structure (SMILES): [H]/N=C(/C#N)OC=O